# 1
A molecular structure, C56H39Cl2N6O2SeZr. Source: the Open Molecules 2025 dataset; level of theory: the ωB97M-V functional and the def2-TZVPD basis.

The largest force on an atom comes out at 2.0 eV Å⁻¹. As for the HOMO energy: -0.3360 Eh. The LUMO energy is -0.1456 Eh. As for the total charge: +1. The orbital gap is 5.2 eV.

Geometry (Å):
1 H 2.1870 0.9533 -2.4177
2 C -1.8611 0.2783 3.2421
3 C 2.4896 1.0313 -3.4624
4 C -0.4753 -3.1227 -0.6912
5 C 5.4364 -1.2118 0.2186
6 O 0.5133 1.4701 -1.1619
7 C 2.9691 -0.7732 -5.0862
8 H 0.0760 -3.6050 -4.1961
9 C -0.5021 -6.5185 -2.3116
10 C -2.9667 4.6483 -0.6828
11 C -1.7542 6.3625 2.0453
12 C 1.2401 2.4807 1.5349
13 H 4.9639 -1.9895 0.8024
14 C 0.7849 -2.5161 -0.7746
15 C -0.1264 -5.4627 -1.5005
16 C -5.0242 -2.2504 6.3029
17 C -0.8789 2.1511 2.6633
18 C 2.9199 -2.1058 -1.3396
19 H 2.6247 -2.5882 -6.2780
20 H -2.4058 -3.1780 -2.4970
21 C -0.3054 4.4385 1.7771
22 H -2.6688 1.0054 5.1833
23 C -1.5504 -6.3753 -3.2051
24 C -1.5378 2.3913 3.9161
25 C 0.0130 3.0334 1.9823
26 H 1.8499 -3.7616 -2.2863
27 C 0.0884 6.4862 0.5283
28 H -3.3165 -3.3254 7.0132
29 H -1.1820 4.9721 -1.8069
30 C -3.0877 -2.9736 1.7547
31 C 3.4431 2.2025 1.1778
32 Zr -0.2874 0.0849 0.3888
33 H -1.2623 8.1076 0.8988
34 C 2.3271 -1.8734 -5.5395
35 H -3.9338 -3.2892 2.3321
36 H -4.5896 4.0984 0.6245
37 H -2.9175 -4.4134 0.1144
38 C -1.3276 2.9389 -1.1130
39 H 1.9752 1.8783 -3.9228
40 H 3.8996 -2.1214 -1.7744
41 C -0.9938 7.0920 1.1447
42 H -2.6112 6.8194 2.5149
43 O -1.9125 0.6900 -0.5081
44 N 1.3987 1.1796 1.1519
45 N 1.1647 -1.4149 -0.0460
46 C 2.7234 1.0096 0.8315
47 C -3.3767 -1.4066 4.2286
48 N 2.1668 -0.1855 -4.1494
49 H 7.3654 -2.1265 0.2591
50 C -2.8847 -2.2554 5.2154
51 C -1.7816 4.2624 -1.2603
52 C -4.6977 -0.9800 4.2908
53 H 0.6790 -5.5765 -0.7903
54 C 3.2376 -0.0830 0.1249
55 H 0.5803 3.2607 -2.0858
56 C 1.8764 -2.9380 -1.6008
57 N 1.1339 -1.9495 -4.8783
58 H -1.8554 -2.5804 5.1739
59 Cl -4.1112 1.2534 1.1214
60 C 4.6772 -0.1217 -0.2055
61 C -2.4716 -0.9682 3.1376
62 C -2.2390 -5.1748 -3.2761
63 H 8.4272 -0.3653 -1.1017
64 N -1.3011 -1.6870 1.1080
65 C -1.8814 -4.1218 -2.4542
66 H 0.6645 7.0266 -0.2102
67 Cl -3.5290 6.2602 -0.8607
68 C 6.7814 -1.2889 -0.0888
69 C 2.4643 -1.1516 -0.3678
70 H -6.5439 -1.0787 5.3569
71 C 0.1419 -2.9652 -5.0763
72 H 0.0192 -7.4600 -2.2392
73 C -3.7058 -2.6699 6.2495
74 H -3.0600 -5.0625 -3.9665
75 C -1.4404 -2.7418 0.2504
76 C 5.2901 0.8825 -0.9493
77 H 3.9259 -0.3718 -5.3437
78 C -0.0072 2.5551 -1.4826
79 C -2.5813 -3.5318 0.6249
80 C -1.4298 5.0551 2.3464
81 H 7.0897 1.5687 -1.8640
82 H -5.0816 -0.3219 3.5256
83 C -5.5166 -1.4065 5.3220
84 C 2.5233 3.1250 1.5704
85 C -3.7195 3.7533 0.0904
86 C -2.1181 1.2192 4.2883
87 C -2.1619 1.9618 -0.4904
88 H -2.0783 4.5111 3.0105
89 H 2.7117 4.1129 1.9445
90 C 7.3810 -0.2953 -0.8470
91 H 0.4118 -3.5712 -5.9383
92 H -5.6658 -2.5760 7.1077
93 H -0.8337 -2.5042 -5.2367
94 C 0.4208 5.1804 0.8298
95 H -1.4751 3.2860 4.5022
96 N -1.0471 0.8558 2.2946
97 C 6.6314 0.7884 -1.2747
98 H 4.5072 2.3227 1.1410
99 C -3.3194 2.4424 0.1695
100 C -2.2861 -1.8203 2.0434
101 H -1.8340 -7.1998 -3.8408
102 Se -0.3946 -0.5354 -2.8819
103 H 4.7015 1.7212 -1.2950
104 H 3.5625 1.1954 -3.5208
105 C -0.8147 -4.2566 -1.5688
106 C 1.0342 -0.9134 -4.0145
107 H 1.2285 4.7090 0.2903

# 2
A molecular structure, C56H43BiN10P. Source: the Open Molecules 2025 dataset; level of theory: the ωB97M-V functional and the def2-TZVPD basis.

The largest force on an atom comes out at 0.4 eV Å⁻¹. As for the HOMO energy: -0.2991 Eh. The LUMO energy is -0.1255 Eh. As for the total charge: +1. The orbital gap is 4.7 eV.

Geometry (Å):
1 H -1.5338 2.8339 -4.7602
2 H -0.7424 5.6877 4.1533
3 C 2.1134 2.2880 1.9185
4 C 2.3340 -1.3380 2.3954
5 C 2.1254 -0.1537 3.0334
6 N 0.8995 -2.1164 -1.8051
7 H 0.0832 -3.9435 -4.4709
8 C -1.3931 4.8020 4.1788
9 C -2.2035 -2.5103 -4.9695
10 P -2.2336 1.0095 0.6096
11 C -1.4391 -1.4178 -7.4020
12 C -2.0297 -2.8081 1.7397
13 C 0.5677 3.6146 3.3697
14 H -4.1946 6.3310 1.1770
15 C -0.2478 3.0257 1.0566
16 H 5.5241 -6.7807 -1.3075
17 C -1.5330 4.8396 -0.3030
18 H -0.3306 5.7198 -1.8408
19 C -1.9122 7.0385 -1.2188
20 C 1.4208 1.0586 2.5283
21 C 1.4392 -3.3172 -1.5043
22 C -3.8704 -1.2212 2.4311
23 C 2.0179 0.0369 5.5268
24 C -0.1927 4.0522 2.1712
25 H 2.1903 2.3547 4.0607
26 C 0.2526 -2.1925 -3.0552
27 C 4.0038 -5.3280 -0.8924
28 C -2.5149 -2.2935 -7.3437
29 H 1.4845 -5.2629 -2.6523
30 H 4.7562 0.1608 3.5406
31 H -2.4996 -2.9282 -4.0146
32 C 3.8101 -7.6673 -0.3707
33 N 0.2186 0.9182 -2.5426
34 H -4.5809 -0.7967 1.7253
35 C -2.9939 7.2115 -0.3699
36 N -0.8684 3.6806 3.4140
37 H -2.8924 4.2314 1.2457
38 N -0.7972 -1.3653 0.5917
39 C 2.7381 -5.0890 -0.3652
40 C -3.3482 6.1998 0.5153
41 N -2.5094 1.4255 -2.2437
42 C 2.3922 -2.9551 0.8208
43 H -0.1603 5.1059 1.9155
44 Bi 1.0996 -0.3385 -0.3923
45 C 3.0930 -2.4713 2.9250
46 H -4.4094 1.8778 -3.0131
47 H -4.2900 -2.1226 2.8694
48 H -1.6292 7.8262 -1.9047
49 C -1.7995 2.8092 -2.5033
50 H -3.5595 8.1335 -0.3934
51 C 0.0548 1.5532 -3.8188
52 H -3.7370 -3.5186 -6.0760
53 H -2.4596 -3.6584 2.2388
54 C -1.1175 -1.6389 -5.0213
55 C 1.1580 -4.2369 -2.6128
56 H -2.4935 3.6433 -2.5308
57 H 3.5251 -2.5057 3.9116
58 C -0.8261 2.7768 -1.3698
59 N 1.9187 -1.7307 1.1090
60 C -0.8891 -2.6703 1.0172
61 N 1.0982 2.2939 0.8456
62 C 4.0077 0.3665 6.8377
63 C -1.9815 0.9232 -3.5752
64 H 2.0309 0.2099 7.6597
65 C -0.8528 1.6679 1.5000
66 H 0.0943 -0.4064 -6.2931
67 H -2.7276 0.4688 -4.2203
68 C -2.6204 5.0221 0.5540
69 C 2.0164 -6.1574 0.1600
70 C -1.1840 5.8553 -1.1874
71 H -1.1338 -0.9970 -8.3510
72 N -0.4618 1.3818 -1.3145
73 C 1.4721 2.4139 3.2527
74 C -2.8970 -2.8380 -6.1263
75 C 4.1618 0.1773 4.4466
76 H -4.3093 0.4164 -1.9911
77 H 5.8456 0.4815 5.7384
78 C -1.7407 0.7138 -1.1626
79 H 4.5712 -4.5016 -1.3038
80 C -0.7917 3.5550 -0.2762
81 C -0.7492 -1.0851 -6.2458
82 C 3.1355 -3.4326 1.9881
83 H 3.6073 -4.3987 2.0591
84 H 1.0879 4.4027 3.9109
85 C 2.1657 -3.7025 -0.3569
86 H 4.2257 -8.6662 -0.3728
87 C -0.6170 0.1944 -3.4520
88 C 0.4461 -3.5691 -3.5282
89 H 4.4827 0.5019 7.8002
90 H 0.9423 -0.0765 5.4600
91 H -3.6707 -0.4944 3.2159
92 N 0.4970 1.0565 1.3740
93 C -1.8711 -0.7253 1.0384
94 H -3.0537 -2.5506 -8.2459
95 C 2.5468 -7.4399 0.1568
96 C -1.3001 2.2615 -3.8704
97 H 1.0297 -5.9806 0.5733
98 C 2.6298 0.2047 6.7586
99 H -0.1464 -3.4123 0.7854
100 H -4.2375 2.0268 -1.2396
101 H -2.3680 5.0807 3.7786
102 C -3.9683 1.4431 -2.1169
103 H 1.9741 -8.2616 0.5668
104 H 0.9424 1.7950 -4.3877
105 C 2.7828 0.0140 4.3637
106 H -1.5220 4.4960 5.2167
107 C 4.5385 -6.6090 -0.8950
108 C -0.4084 -1.2414 -3.7705
109 N -2.6350 -1.5719 1.7471
110 C 4.7725 0.3550 5.6816
111 H 3.1540 2.4702 1.6921

# 3
A molecular structure, C56H43Cl3N6O3P2SSn. Source: the Open Molecules 2025 dataset; level of theory: the ωB97M-V functional and the def2-TZVPD basis.

The largest force on an atom comes out at 0.9 eV Å⁻¹. As for the HOMO energy: -0.4481 Eh. The LUMO energy is -0.2630 Eh. The relative energy (zero: lowest compared OMol25 entry of this formula, charge and spin) is 0.429 eV. As for the total charge: +2. The orbital gap is 5.0 eV.

Geometry (Å):
1 C -1.6433 -3.8886 -4.6316
2 C -3.7211 -0.3342 -2.7383
3 H -5.2927 -4.6540 0.3128
4 C -0.3330 1.0410 -4.9764
5 H -6.8656 0.2791 -1.3761
6 C -1.9776 -5.3359 0.2561
7 C -3.7329 -0.1472 -0.1365
8 C 4.3200 -0.9003 -1.0791
9 C -5.7967 0.1001 -1.4170
10 C 1.8807 0.8315 -6.2015
11 C 1.5840 -1.8421 6.8615
12 H 2.9535 2.4816 -3.6449
13 C -4.2309 -4.5056 0.1598
14 C -3.7725 -3.2951 -0.3531
15 H 0.6965 -0.7403 -5.6065
16 H -4.4825 -2.5225 -0.6081
17 C 5.8606 -1.8787 0.4790
18 H 0.1865 1.7043 -2.9219
19 C -1.7073 2.9772 3.1909
20 C -2.4126 -3.0967 -0.5511
21 H 2.7704 0.8401 5.1325
22 C -3.0295 0.6726 -3.7219
23 C -3.3408 -5.5193 0.4692
24 C 6.7193 1.5751 -3.4857
25 C -2.1427 1.1331 -1.5303
26 H -5.5908 0.1757 0.7743
27 H 4.4333 2.6900 -5.2580
28 H -3.7049 -6.4594 0.8671
29 H 3.3920 1.7730 -7.2166
30 C -0.6336 1.3466 -3.5381
31 H 1.3637 0.8017 -7.1583
32 H 1.6998 -1.7214 8.9128
33 H -0.3489 3.1629 4.8585
34 H 4.8044 -4.1707 -1.7884
35 C -1.8141 1.1453 -2.9844
36 P -1.6220 -1.5894 -1.2064
37 C 5.1412 -0.7777 0.0411
38 N -0.8080 -2.0903 1.9328
39 H 1.0783 -3.2039 8.3212
40 C 4.1193 1.6432 -5.1771
41 O 2.4230 -1.6304 1.7977
42 C 0.0520 -2.0094 -3.5205
43 C 0.0553 1.1476 2.3673
44 H -3.4683 -0.3999 -5.6207
45 N 1.3704 -2.2633 8.1359
46 C 6.5165 0.9632 -4.7616
47 H 2.4186 0.0585 7.4525
48 H 7.3955 0.4964 -5.1936
49 C -2.6961 0.1373 -5.0772
50 H -2.9363 -3.4699 -2.9943
51 H 5.3592 0.2429 -6.3407
52 H -1.2800 -6.1340 0.4769
53 Cl -3.9607 -1.9297 3.6097
54 H 7.7572 1.7051 -3.1956
55 C 1.6028 -0.1691 -3.8079
56 S 2.2509 -0.4183 2.6403
57 H -2.8341 1.9438 -1.2789
58 H -3.7032 1.5293 -3.8470
59 C 0.4663 -2.7553 -4.6150
60 C 3.5316 1.5505 -3.7437
61 O 0.9010 -1.0341 -3.0054
62 H -5.7671 -0.0380 -3.5151
63 H -0.4600 -3.9913 -0.4096
64 C -5.0464 0.0465 -0.1543
65 H -2.3267 -4.6011 -5.0740
66 C 4.8972 -3.2193 -1.2793
67 C -1.9989 -3.2167 -3.4751
68 C 4.4528 1.4851 -2.5825
69 H 5.1930 0.1564 0.5913
70 C -2.2771 -2.1530 4.0972
71 P 3.3066 0.5297 -1.5377
72 H -2.4148 3.7242 3.5199
73 C 1.0130 0.1888 -5.1458
74 N 0.9046 0.1641 1.8855
75 C 1.2494 -2.6640 5.7706
76 C 2.3381 -0.1327 5.3303
77 H 1.2187 -2.8709 3.6399
78 Cl -1.7816 -0.8440 5.1625
79 Sn 1.0088 -0.9819 0.0353
80 C -1.5206 -4.1321 -0.2457
81 C 5.7949 1.7535 -2.4687
82 C 4.1868 -2.1179 -1.7392
83 H 6.1988 1.8654 -1.4662
84 C 2.6723 0.3950 -3.2603
85 H -2.7457 2.4476 1.3756
86 H 3.5480 -2.2008 -2.6120
87 C -1.2388 -0.2449 -6.9428
88 H 6.2788 -3.9627 0.1807
89 C -1.4393 -2.1136 2.8876
90 H -0.1639 1.9791 -5.5110
91 H -3.1717 -0.1424 0.7944
92 C -1.1670 -2.2607 -2.8788
93 C 1.9858 -0.9576 4.2603
94 C 5.3607 0.8602 -5.4468
95 C 5.7324 -3.0979 -0.1761
96 C -5.1954 -0.0710 -2.5906
97 H -1.2890 1.2061 -0.8636
98 H 6.4987 -1.7906 1.3493
99 H -0.0717 -4.2399 -6.0571
100 N -0.9548 -0.7224 -7.9516
101 N 0.3151 1.7572 3.5190
102 C -0.5705 2.6681 3.9180
103 C 1.4455 -2.2257 4.4813
104 C 2.1397 -0.5713 6.6148
105 H 1.4600 -2.6036 -5.0230
106 C -0.3887 -3.6796 -5.1861
107 H -3.6133 -1.3319 -3.1649
108 C -1.5007 0.3133 -5.6370
109 Cl -2.0674 -3.7182 4.8758
110 O 3.3191 0.5389 2.5929
111 H 0.8492 -3.6553 5.9528
112 C -2.9176 -0.2200 -1.4037
113 N -1.0119 1.3609 1.5835
114 C 3.0774 1.4079 -6.2417
115 C -1.8788 2.2774 2.0102

# 4
A molecular structure, C56H44N4PS4Ti. Source: the Open Molecules 2025 dataset; level of theory: the ωB97M-V functional and the def2-TZVPD basis.

Its multiplicity is 3. The largest force on an atom comes out at 3.8 eV Å⁻¹. As for the HOMO energy (spin up / spin down): -0.3036 / -0.3679 Eh. The LUMO energy (spin up / spin down) is -0.1249 / -0.1324 Eh. The relative energy (zero: lowest compared OMol25 entry of this formula, charge and spin) is 2.304 eV. As for the total charge: +1. Its expectation value of S² is 2.01. The orbital gap (spin up / spin down) is 4.9 / 6.4 eV.

Geometry (Å):
1 H 1.5872 -2.3333 -1.0358
2 H 1.0859 -3.2409 3.7970
3 C 0.5414 -1.9537 2.1574
4 C -2.9118 -0.5898 -0.1662
5 C 9.6585 1.1172 -1.3301
6 C -2.8044 -3.3287 -0.3518
7 H 4.6210 3.7114 0.8518
8 H 9.7131 0.7971 0.7831
9 C -3.1910 -7.0161 -0.0629
10 H -1.8777 -2.7541 5.0229
11 C 0.3715 3.3975 2.8457
12 N -1.7613 1.4442 0.1979
13 H 3.2128 8.1279 -4.6817
14 C 0.7580 -0.6413 5.2413
15 H 5.2319 -0.2573 -0.1663
16 C 2.1181 -3.5902 0.5988
17 H 7.2931 0.4104 0.9766
18 H 4.7630 4.9441 -0.4264
19 N -1.6829 -1.1764 -0.3283
20 C 5.1659 2.9261 -1.0809
21 H 1.3022 0.0835 4.6500
22 H 5.0360 3.1887 -2.1415
23 H -1.2089 -7.9475 0.0166
24 C -2.0432 7.3083 0.2204
25 C -2.9549 0.8000 0.0537
26 H 3.4967 7.4801 -0.4709
27 H -3.8285 -7.8793 0.0155
28 C -4.0604 -2.7105 -0.2856
29 C 5.4378 0.4088 -1.0110
30 H -0.7140 -2.9862 -0.5865
31 C 4.4204 3.9306 -0.2075
32 C 3.0141 7.5177 -3.8149
33 C -4.2004 1.4777 0.1312
34 H 0.8049 -2.1028 8.2845
35 C 0.7087 -1.6231 0.8076
36 H 0.6388 4.4400 2.9186
37 C 7.7271 0.6319 0.0121
38 C 2.1036 5.5230 -2.8484
39 S 0.7947 2.4402 -1.0434
40 C 2.0181 -3.8300 1.9597
41 C -0.3457 -1.2924 4.7008
42 H -5.1412 3.3842 0.2902
43 C -1.2226 1.6417 3.1967
44 H -4.7204 -5.4655 -0.1898
45 C -5.3652 -0.6301 -0.0997
46 C 1.2731 2.4780 2.3382
47 H -2.1948 1.2977 3.5359
48 S -1.3172 5.7632 0.3673
49 S -1.1073 -5.5306 -0.2034
50 H -4.0311 8.0925 0.0096
51 C -0.8772 2.9761 3.2873
52 C -2.8732 4.9745 0.2774
53 C -5.4026 0.7122 0.0582
54 H -6.3421 1.2394 0.1356
55 C 1.4803 -2.4976 0.0361
56 H -6.2727 -1.2138 -0.1529
57 H 2.6999 -4.2464 -0.0297
58 H 1.1754 4.8025 -0.3714
59 N 2.9995 3.8512 -0.4659
60 C 3.4185 7.9435 -2.5620
61 H 2.5551 -4.6568 2.4011
62 H 2.0356 5.9762 -4.9334
63 H -0.8729 3.2833 0.4500
64 H -1.4283 8.1856 0.2172
65 C 0.9584 1.1192 2.2894
66 H -1.5671 3.6835 3.7223
67 C -2.9763 3.5379 0.2912
68 H 2.4862 5.5965 0.5345
69 C -1.8122 2.7625 0.3294
70 H 9.2899 1.3947 -3.4175
71 C -1.8319 -7.0781 -0.0595
72 C 7.4907 0.9623 -2.3470
73 C 2.4570 2.6409 -0.7305
74 H 1.7475 0.3912 2.0756
75 C -3.6711 -5.6999 -0.1805
76 N 4.6338 1.6095 -0.8154
77 C 3.1706 7.1575 -1.4502
78 C 8.8524 1.1824 -2.4543
79 C 2.3561 6.3066 -3.9577
80 H 3.9277 8.8875 -2.4498
81 C -4.1236 -1.3285 -0.2034
82 H 2.0273 -0.4323 6.9425
83 H 2.2585 2.8082 2.0337
84 H -1.1262 -3.2890 7.3151
85 C 6.9131 0.6795 -1.1139
86 C -2.6709 -4.7619 -0.2783
87 C -3.3954 7.2313 0.1085
88 H 1.6003 4.5721 -2.9493
89 C -3.8703 5.9072 0.1364
90 C -1.0284 -2.2415 5.4541
91 C -0.6107 -2.5347 6.7407
92 H 5.0895 -0.0954 -1.9229
93 P -0.8447 -1.0689 2.9521
94 Ti -0.0750 0.1283 0.0596
95 C -0.3098 0.6911 2.7256
96 C 2.2319 5.0743 -0.3947
97 C 1.1627 -0.9312 6.5311
98 H -4.9726 -3.2832 -0.2744
99 C 2.5012 5.9512 -1.5880
100 C 9.0902 0.8485 -0.0968
101 H -4.9135 5.6630 0.0434
102 C -4.1998 2.8613 0.2443
103 S 2.5380 -0.0333 -0.6732
104 H 6.8718 1.0001 -3.2320
105 H 6.2316 2.9308 -0.8441
106 C 0.4777 -1.8731 7.2831
107 C 1.2011 -3.0340 2.7404
108 C 3.2845 1.4922 -0.7514
109 H 10.7228 1.2783 -1.4139
110 C -1.6756 -2.5078 -0.4442